No. 1
Density functional theory data (ωB97M-V with the def2-TZVPD basis set) for a cluster of 21 separate species, C64H181N11O21 in total at a distorted geometry.

As for the HOMO energy: -8.6 eV. The calculation puts the electronic energy at -4729.115744 hartree. The LUMO energy is 0.014 Eh. Its energy above the lowest of the compared OMol25 structures with the same formula, charge and spin is 0.0 kJ/mol. The calculation puts the molecular weight at 1441.21 u. The HOMO-LUMO gap is 8.97 eV.

Each line ends with the Löwdin charge.
Geometry (Å):
C -2.79793 -0.26314 -7.74233  -0.0635
C -2.99890 -0.47073 -6.25225  -0.3202
O -1.84246 -0.00382 -5.62139  -0.1349
H -3.65119 -0.57559 -8.33623  0.0767
H -1.90641 -0.80763 -8.06815  0.0576
H -2.60877 0.80419 -7.87594  0.0659
H -3.17488 -1.50999 -5.95219  0.1075
H -3.87197 0.12673 -5.94027  0.1134
H -2.08909 0.33291 -4.74676  0.0301
C -0.72949 5.27497 0.77632  -0.0741
C -2.20388 5.52239 1.17262  -0.3162
O -3.01722 5.22393 0.06146  -0.0910
H -0.08592 5.65519 1.57783  0.0627
H -0.48081 5.88859 -0.10310  0.0725
H -0.49541 4.22628 0.58615  0.0552
H -2.33560 6.57595 1.48691  0.1140
H -2.50186 4.87743 2.01661  0.0983
H -3.92392 5.20755 0.37908  0.0804
C -3.72067 -0.20538 6.01156  -0.0809
C -3.29882 -1.63618 5.75845  -0.3253
O -4.16594 -2.43982 6.50469  -0.0599
H -3.25622 0.54849 5.37458  0.0603
H -3.51148 0.11171 7.03278  0.0856
H -4.78658 -0.09703 5.80800  0.0555
H -2.24122 -1.80540 6.05769  0.1046
H -3.36496 -1.81985 4.66546  0.1021
H -3.87224 -3.32493 6.28912  0.0823
C 1.99172 3.76124 -2.61926  -0.0613
C 3.15352 3.19368 -1.79485  -0.2814
O 2.74844 2.61905 -0.56129  -0.1023
H 2.36860 4.17211 -3.55300  0.0572
H 1.49996 4.55541 -2.03982  0.0803
H 1.24333 2.97932 -2.81707  0.0587
H 3.89580 3.97673 -1.59058  0.0985
H 3.66191 2.41232 -2.38735  0.1047
H 2.33286 1.78363 -0.78588  0.0318
C -1.52314 2.78746 -2.00418  -0.0480
C -1.76832 1.36131 -2.53631  -0.2599
O -2.86577 1.32354 -3.46650  -0.1145
H -1.25976 3.48513 -2.80834  0.0692
H -0.65476 2.72089 -1.34221  0.0539
H -2.38395 3.17171 -1.45207  0.0604
H -1.96473 0.69539 -1.68239  0.1035
H -0.94669 0.94852 -3.12454  0.0892
H -2.88992 2.11586 -4.00863  0.0979
C 0.82384 -2.31777 -7.92185  -0.0814
C 0.17368 -3.01182 -6.74501  -0.2825
O 1.12670 -3.38959 -5.73706  -0.1131
H 1.28760 -1.36262 -7.65905  0.0577
H 0.09484 -2.11060 -8.72042  0.0754
H 1.59640 -2.95647 -8.37417  0.0812
H -0.31768 -3.91142 -7.13014  0.1147
H -0.57817 -2.35713 -6.29810  0.0957
H 1.78499 -3.94364 -6.15331  0.0901
C 6.67580 3.93535 2.09285  -0.0605
C 5.34678 4.03390 1.35739  -0.3209
O 5.18292 2.87792 0.61837  -0.1016
H 6.65347 3.05042 2.73546  0.0696
H 6.93023 4.78815 2.71138  0.0724
H 7.49188 3.78744 1.37590  0.0819
H 5.27674 4.84385 0.61205  0.1046
H 4.48357 4.12155 2.01398  0.0908
H 4.24272 2.67951 0.61692  0.0458
C 4.54731 -0.37728 -0.13749  -0.0602
C 4.62815 -0.16051 1.39075  -0.3326
O 5.82290 0.37264 1.81590  -0.0661
H 5.33624 -1.07170 -0.43884  0.0778
H 4.62928 0.53766 -0.72929  0.0571
H 3.62674 -0.89491 -0.40297  0.0539
H 4.53451 -1.07465 1.97791  0.0879
H 3.77173 0.49414 1.65456  0.0893
H 5.96271 1.21505 1.39255  0.0382
C 0.49384 0.76415 1.01388  -0.0686
C 0.55738 -0.30986 -0.05751  -0.2748
O 1.28828 0.26838 -1.13102  -0.1139
H 1.50993 1.02794 1.32955  0.0621
H -0.02556 0.46235 1.91949  0.0491
H 0.00930 1.66847 0.62177  0.0650
H -0.47040 -0.60713 -0.31173  0.0921
H 1.10145 -1.21162 0.23241  0.1067
H 1.20217 -0.32722 -1.88425  0.0353
C 1.56053 -1.41565 8.09587  -0.0777
C 0.23782 -0.82956 7.59567  -0.3249
O -0.27869 0.18831 8.47004  -0.0840
H 1.42809 -1.91052 9.05932  0.0754
H 2.35201 -0.66372 8.18321  0.0737
H 1.92118 -2.15544 7.37197  0.0648
H -0.47401 -1.65242 7.59964  0.0978
H 0.27509 -0.47209 6.55373  0.0863
H 0.35687 0.91177 8.42293  0.0784
C -1.81252 -2.27814 -3.00304  -0.0338
C -1.30859 -3.69278 -2.64302  -0.4201
C -2.22110 -4.72570 -3.26443  -0.2240
O -2.00295 -6.00994 -2.70524  -0.1818
C -2.63769 -6.99764 -3.47277  -0.1237
N 0.08410 -4.01632 -2.93365  0.0734
H -1.15581 -1.52958 -2.56047  0.0496
H -2.82614 -2.13826 -2.58139  0.0808
H -1.85532 -2.08183 -4.07403  0.0554
H -1.40324 -3.78649 -1.55595  0.1070
H -2.03062 -4.80756 -4.36269  0.1285
H -3.28167 -4.43145 -3.16276  0.1222
H -2.41770 -7.96497 -3.02710  0.0867
H -2.12391 -6.97071 -4.44643  0.0858
H -3.71657 -6.94359 -3.64680  0.0894
H 0.65659 -3.21823 -2.70997  0.0377
H 0.24508 -4.16637 -3.93363  0.0535
C 3.41837 -4.86325 0.21347  -0.0468
C 2.26118 -4.95536 1.20508  -0.4112
C 1.01191 -5.46891 0.57580  -0.2034
O -0.07830 -5.36899 1.49065  -0.2085
C -1.28170 -5.75812 0.94956  -0.1242
N 2.57916 -5.77067 2.43599  0.0578
H 3.69339 -5.83144 -0.22107  0.0847
H 4.31501 -4.44341 0.67790  0.0675
H 3.11674 -4.18129 -0.58943  0.0618
H 1.99688 -3.91868 1.44688  0.1092
H 1.11171 -6.53162 0.26452  0.1407
H 0.76575 -4.87416 -0.31711  0.1174
H -2.04342 -5.78300 1.72759  0.0867
H -1.18887 -6.75529 0.48625  0.0958
H -1.61401 -5.06423 0.15277  0.0708
H 3.52693 -5.65712 2.78103  0.0205
H 2.35941 -6.74548 2.34820  0.0711
C 2.62443 6.60463 0.37417  -0.0560
C 3.54791 7.52590 -0.43317  -0.4603
C 3.53921 7.22357 -1.92491  -0.2065
O 2.24393 7.49231 -2.43009  -0.1719
C 2.30663 7.38940 -3.81262  -0.1396
N 3.31528 8.87287 -0.02976  0.0458
H 2.86393 5.55092 0.24426  0.0653
H 1.58698 6.79684 0.11685  0.0525
H 2.74633 6.93221 1.41505  0.0859
H 4.56533 7.27269 -0.06685  0.1339
H 3.79865 6.16468 -2.11935  0.1143
H 4.30927 7.87543 -2.38949  0.1298
H 2.59377 6.40219 -4.20762  0.0760
H 2.97348 8.15637 -4.21275  0.0910
H 1.29162 7.61406 -4.14243  0.0899
H 3.72876 9.56038 -0.63655  0.0732
H 2.32236 9.06940 0.03665  0.0792
C 3.55298 2.84259 4.24471  -0.0418
C 2.53645 4.00660 4.23904  -0.4286
C 1.12232 3.52053 4.04052  -0.2110
O 0.76734 2.65842 5.11582  -0.1892
C -0.50383 2.07817 4.98091  -0.1038
N 2.74194 4.81552 5.43451  0.0502
H 4.60348 3.13267 4.25404  0.0695
H 3.40928 2.27343 3.31332  0.0663
H 3.39018 2.12081 5.04725  0.0800
H 2.63349 4.67267 3.36527  0.1258
H 1.01789 2.90867 3.15845  0.1057
H 0.45134 4.40784 3.92120  0.1290
H -1.21039 2.92731 4.95930  0.0893
H -0.73593 1.44978 5.83572  0.0694
H -0.68505 1.52094 4.04088  0.0843
H 2.14876 5.61713 5.31259  0.0613
H 2.49561 4.33911 6.29057  0.0728
C 3.70150 -2.34434 -3.60882  -0.0330
C 3.08089 -0.96603 -3.76163  -0.4321
C 3.60171 -0.29819 -5.01569  -0.1986
O 5.02491 -0.22165 -5.12030  -0.1712
C 5.56490 0.65451 -4.17286  -0.1234
N 1.61749 -1.06838 -3.77630  0.0676
H 3.29260 -2.92403 -2.78682  0.0640
H 4.78181 -2.29258 -3.50402  0.0805
H 3.56187 -2.90746 -4.54844  0.0811
H 3.36186 -0.35413 -2.88396  0.1087
H 3.20646 0.72068 -5.13068  0.1089
H 3.19455 -0.89987 -5.82914  0.1202
H 6.64838 0.66471 -4.31924  0.0926
H 5.38580 0.28487 -3.15149  0.0726
H 5.23466 1.71000 -4.22229  0.0885
H 1.27491 -0.24050 -4.27135  0.0473
H 1.36031 -1.81189 -4.42300  0.0435
C -6.08571 0.32429 -3.00703  -0.0470
C -6.32816 1.52611 -2.10261  -0.3989
C -6.77142 1.04591 -0.69623  -0.2368
O -7.91445 0.25625 -0.82242  -0.1942
C -8.50662 -0.11535 0.41169  -0.1015
N -5.23942 2.46606 -1.76680  0.0505
H -5.25235 -0.26861 -2.62429  0.0698
H -5.73791 0.65177 -4.00253  0.0702
H -6.99362 -0.24879 -3.09688  0.0721
H -7.12853 2.18176 -2.45993  0.1406
H -6.98130 1.90346 -0.02301  0.1256
H -5.97635 0.45444 -0.21175  0.1100
H -9.36224 -0.71286 0.10185  0.0893
H -8.87643 0.77446 0.94326  0.0834
H -7.88059 -0.68427 1.10224  0.0509
H -5.04308 3.02966 -2.58037  0.0672
H -4.41028 1.90331 -1.61377  0.0379
C -5.28209 2.64011 4.60813  -0.0444
C -5.91936 2.08575 3.33360  -0.4255
C -5.16829 0.88472 2.80242  -0.1787
O -3.75464 1.14935 2.60497  -0.2186
C -3.42890 1.90880 1.47867  -0.1175
N -7.29981 1.58800 3.42942  0.0569
H -5.40805 1.92445 5.43104  0.0648
H -5.80054 3.56392 4.90834  0.0801
H -4.22096 2.87101 4.47352  0.0738
H -5.91096 2.87647 2.57150  0.1322
H -5.57658 0.52114 1.86046  0.0950
H -5.11178 0.04774 3.49560  0.1093
H -4.16477 2.65860 1.16906  0.0776
H -3.20780 1.27185 0.59685  0.0829
H -2.50793 2.43242 1.73793  0.0779
H -7.39573 0.98483 4.22921  0.0723
H -7.91529 2.37489 3.52094  0.0704
C -4.61997 -3.54620 -0.30456  -0.0491
C -5.41906 -4.13408 0.86730  -0.4175
C -6.00562 -3.08756 1.76104  -0.2464
O -6.74192 -3.78001 2.69904  -0.1804
C -7.44165 -2.95007 3.57852  -0.1037
N -6.34805 -5.12937 0.27430  0.0487
H -4.19018 -4.32619 -0.91828  0.0636
H -3.81901 -2.94666 0.14137  0.0547
H -5.23207 -2.85938 -0.90512  0.0816
H -4.79134 -4.70784 1.57807  0.1424
H -6.64126 -2.35864 1.20911  0.1212
H -5.17855 -2.54555 2.25773  0.1198
H -7.92888 -3.58522 4.32684  0.0932
H -8.19477 -2.25416 3.17515  0.0867
H -6.67672 -2.35200 4.11561  0.0863
H -6.89690 -5.48330 1.03829  0.0548
H -7.01009 -4.78886 -0.41116  0.0694
C 1.02158 1.72948 -8.07001  -0.0446
C 0.76259 2.45458 -6.73074  -0.4250
C -0.47845 3.29924 -6.82349  -0.1989
O -0.81145 3.91315 -5.58165  -0.2039
C -0.04621 5.07034 -5.27364  -0.1059
N 0.69500 1.49638 -5.61163  0.0659
H 0.18196 1.09341 -8.38872  0.0723
H 1.92756 1.11616 -7.99387  0.0739
H 1.17166 2.49732 -8.83127  0.0775
H 1.64397 3.05181 -6.48714  0.1285
H -1.27952 2.60299 -7.11914  0.1175
H -0.37512 4.06005 -7.61713  0.1331
H -0.23317 5.88605 -5.99171  0.0975
H 1.02363 4.85758 -5.25234  0.0597
H -0.38222 5.35498 -4.27925  0.0878
H 0.41094 2.02847 -4.79445  0.0507
H -0.11691 0.90368 -5.76550  0.0405
C 1.80322 -1.39992 3.51554  -0.0454
C 0.88146 -2.45100 4.13745  -0.4192
C -0.29166 -2.76604 3.22158  -0.2278
O -1.08466 -1.64713 2.98158  -0.1894
C -2.11447 -1.87652 2.01876  -0.0939
N 1.64453 -3.65688 4.45510  0.0600
H 1.29686 -0.42724 3.43589  0.0612
H 2.10178 -1.71843 2.49748  0.0691
H 2.70272 -1.25631 4.10682  0.0729
H 0.47370 -2.06413 5.09016  0.1148
H -0.83450 -3.59657 3.72695  0.1369
H 0.09248 -3.13409 2.26489  0.1032
H -2.78805 -1.02760 1.89643  0.0767
H -2.70691 -2.75862 2.32348  0.0782
H -1.67221 -2.17729 1.05713  0.0757
H 1.04094 -4.20697 5.05978  0.0702
H 1.82750 -4.30174 3.68211  0.0242
C 5.29891 -3.35001 3.72498  -0.0629
C 6.09234 -4.64785 3.71244  -0.4441
C 7.32220 -4.55119 4.60099  -0.2672
O 7.99735 -5.72003 4.76410  -0.1852
C 8.62440 -6.22156 3.56778  -0.0759
N 5.20994 -5.75801 4.08639  0.0512
H 5.93541 -2.54206 3.34445  0.0806
H 5.01713 -3.08893 4.75760  0.0889
H 4.39427 -3.36599 3.11599  0.0519
H 6.44524 -4.84522 2.69027  0.1286
H 6.93420 -4.23708 5.58419  0.1365
H 8.00521 -3.75201 4.24471  0.1351
H 7.91672 -6.63805 2.83075  0.0877
H 9.36231 -6.95753 3.86228  0.0841
H 9.14199 -5.36861 3.09440  0.0938
H 5.83770 -6.52640 4.25538  0.0660
H 4.65730 -5.60008 4.91372  0.0846

=====

No. 2
Density functional theory data (ωB97M-V with the def2-TZVPD basis set) for a cluster of 2 separate species, C6H16 in total at a distorted geometry.

As for the net charge: -1. As for the HOMO energy (alpha / beta): 1.4 / -7.3 eV. The calculation puts the electronic energy at -238.105020 hartree. The LUMO energy (alpha / beta) is 0.146 / 0.152 Eh. Its energy above the lowest of the compared OMol25 structures with the same formula, charge and spin is 75.3 kJ/mol. The calculation puts the molecular weight at 88.19 u. The HOMO-LUMO gap (alpha / beta) is 2.55 / 11.45 eV. The multiplicity is 2.

Each line ends with the Löwdin charge.
Geometry (Å):
C 1.97682 1.04151 1.04204  -0.3599
C 3.31233 0.35841 1.11796  -0.2910
H 1.44121 0.71549 0.12760  0.0438
H 1.15403 0.79485 1.72638  0.0230
H 1.93467 2.10660 1.15965  0.0209
H 3.17288 -0.74269 1.23605  0.0560
H 3.86516 0.26991 0.16144  0.0454
H 3.95817 0.94012 1.77741  0.0398
C -1.13626 -0.29114 -0.61809  -0.4900
C -1.25088 0.05572 0.83297  -0.2346
C -1.46123 -1.78036 -0.96351  -0.1821
C -2.00676 0.47283 -1.63014  -0.1949
H -0.06580 -0.17956 -0.86943  0.0962
H -2.23334 0.27107 1.22863  0.0472
H -0.64818 0.96248 0.89921  0.0321
H -2.47728 -1.96215 -1.30324  0.0494
H -0.73633 -2.17418 -1.70391  0.0585
H -1.27232 -2.36488 -0.07329  0.0356
H -1.90628 1.55125 -1.47019  0.0425
H -1.79202 0.25278 -2.68691  0.0616
H -3.08400 0.32289 -1.51959  0.0554
H -0.74460 -0.62096 1.52896  0.0452